Record 1
# C8H27AgN10O6

A structure of composition C8H27AgN10O6 in a non-equilibrium geometry (the ωB97M-V functional and the def2-TZVPD basis, the OMol25 dataset).

Geometry as XYZ:
```
52
Properties=species:S:1:pos:R:3:lowdin_spin:R:1
N 2.521 3.674 0.087 0.0003
H -1.614 -3.253 2.498 0.0000
O -1.626 0.978 -0.562 0.0036
O 1.610 -1.549 1.441 0.0013
H -0.477 -4.042 -1.260 0.0001
N 2.242 -3.043 3.015 0.0000
N 1.514 2.887 -1.831 0.0004
H -0.601 0.892 -3.099 -0.0006
H 1.936 -3.775 2.401 0.0000
H -1.372 -4.901 2.085 0.0000
C 1.834 2.649 -0.520 0.0009
C 1.984 -1.197 -4.238 0.0509
H -1.412 -0.470 4.233 0.0000
N -1.572 0.516 4.173 0.0002
N 1.970 -0.789 3.544 -0.0001
H -1.194 3.213 -1.392 0.0000
O -0.450 0.518 2.202 0.0036
C -1.206 1.090 2.974 0.0005
C -2.497 1.738 -0.968 0.0004
N -2.184 3.020 -1.379 -0.0001
N -3.809 1.410 -0.915 0.0002
C -1.040 -3.454 0.602 0.0003
H -0.036 0.707 -4.729 0.0001
H 2.439 4.629 -0.211 0.0001
O 1.117 -0.916 -2.008 0.6577
H 2.389 -3.253 3.985 0.0000
C 1.916 -1.773 2.600 0.0001
H -1.298 2.879 1.977 0.0000
H 1.821 0.551 -3.124 0.0177
N -1.198 -3.932 1.885 0.0002
H 1.488 -2.081 -4.633 0.0007
C 1.176 -0.347 -3.257 0.0616
H 2.078 -1.022 4.512 0.0000
H -2.689 3.448 -2.139 0.0000
H -4.009 0.492 -0.560 0.0000
H -4.552 2.022 -1.191 0.0000
H 2.927 3.492 0.985 0.0000
H 2.948 -1.441 -3.795 0.0000
N -0.800 -4.375 -0.371 0.0003
H -2.132 1.016 4.838 0.0000
Ag 0.220 -0.253 0.012 0.1807
H 2.203 -0.549 -5.091 0.0040
H 1.068 2.187 -2.401 0.0004
O 1.476 1.657 0.095 0.0105
N -1.649 2.366 2.762 0.0001
C -0.154 0.165 -3.787 0.0011
H -0.897 -0.620 -3.938 0.0003
O -1.041 -2.258 0.370 0.0023
H -0.822 -5.365 -0.210 0.0000
H 1.670 0.119 3.237 0.0000
H -2.282 2.776 3.425 0.0000
H 2.067 3.566 -2.326 0.0000
```

As for the energy: -39917.70533 eV. Its frontier orbital gap (spin up / spin down) is 9.4372 / 7.2781 eV. The calculation puts the HOMO energy (spin up / spin down) at -0.41149 / -0.40397 hartree. Its expectation value of S² is 0.7570. As for the total charge: +1. The spin multiplicity is 2. The molar mass comes out at 467.24 g/mol.


Record 2
# H4N3OPS

An isolated molecule of H4N3OPS in a non-equilibrium geometry (the ωB97M-V functional and the def2-TZVPD basis, the OMol25 dataset).

Geometry as XYZ:
```
10
Properties=species:S:1:pos:R:3:lowdin_charge:R:1
H 0.697 -0.148 1.858 -0.0079
H -1.963 0.059 0.978 0.0386
S 1.927 0.793 0.036 0.7478
N -1.275 0.540 0.433 -0.0981
N 0.742 0.479 -1.205 -0.4845
H 1.066 -0.162 -2.051 0.1004
P -0.185 -0.535 -0.156 0.3341
H -1.779 1.264 -0.268 0.1494
N 1.107 -0.355 1.008 -0.4594
O -0.336 -1.935 -0.634 -0.3204
```

As for the energy: -26706.73753 eV. Its frontier orbital gap is 8.5662 eV. The calculation puts the HOMO energy at -0.29883 hartree. The spin multiplicity is 1. The molar mass comes out at 125.09 g/mol.


Record 3
# C33H83InN6O13

A structure of composition C33H83InN6O13 in a non-equilibrium geometry (the ωB97M-V functional and the def2-TZVPD basis, the OMol25 dataset).

Geometry as XYZ:
```
136
Properties=species:S:1:pos:R:3:lowdin_charge:R:1
H -1.028 -12.700 5.107 0.0814
H 2.098 2.730 4.474 0.0771
C -3.542 -6.949 -1.489 -0.1309
H -7.539 5.513 -5.926 0.0839
H -2.914 -10.739 5.848 0.1038
C 6.290 7.472 2.111 -0.2349
O 1.161 4.155 5.719 -0.1755
H -2.800 -4.877 3.635 0.0865
O -7.487 4.493 -4.157 -0.2332
H -1.088 -5.246 3.759 0.0865
H -4.477 -6.725 -2.003 0.0955
H 4.041 4.194 -11.737 0.0851
H -1.621 -9.901 8.307 0.1271
H -3.277 2.756 0.484 0.0818
C 5.772 6.672 0.934 -0.1656
H 1.779 -6.143 -5.974 0.1119
C 1.478 -5.193 -5.534 -0.2437
H 5.605 0.294 0.715 0.0887
N 0.125 -6.067 -3.599 0.0235
C 0.322 0.234 -1.839 -0.7672
H 2.317 4.708 7.290 0.1169
H 0.496 -6.995 -3.745 0.1198
H 7.376 7.481 2.015 0.1306
N 1.617 4.093 -7.614 0.0391
C -4.183 3.154 0.941 -0.0978
C -6.416 6.042 -0.064 -0.1747
C 6.091 2.863 0.214 -0.2206
C 3.537 3.964 -9.197 -0.1732
H -3.593 -6.576 -0.466 0.0854
N 6.256 5.293 0.938 0.0384
C 2.798 3.365 -7.980 -0.4330
H -5.584 6.738 0.047 0.1108
C 3.156 4.733 -11.401 -0.1034
H 3.447 3.402 -7.105 0.1318
C -3.465 -8.102 6.180 -0.1985
C 1.588 3.930 7.065 -0.1955
H 6.008 4.583 -1.070 0.1270
C 2.416 1.859 -8.226 -0.0537
H 2.467 4.842 -12.238 0.0925
H -4.417 -8.269 6.683 0.1385
H -1.099 -11.346 4.039 0.0798
H -8.922 4.421 -5.679 0.0860
H 1.884 4.342 3.847 0.0812
H 6.095 7.105 -0.012 0.1329
H 2.923 2.239 6.862 0.1205
H -4.287 -6.551 5.158 0.1272
H 5.831 2.303 -0.685 0.1262
C -0.047 -5.992 -2.143 -0.1834
H 3.330 1.329 -8.493 0.0687
H -3.436 -9.926 8.237 0.1325
C -2.015 -5.182 4.327 -0.0953
H 6.585 0.800 2.083 0.0922
H 2.221 -5.740 -3.599 0.1211
C 6.376 7.719 4.407 -0.1303
H 0.033 1.544 7.721 0.0818
H -7.367 3.742 -6.138 0.0838
H 3.155 3.035 9.148 0.0702
H 4.682 6.683 0.920 0.1302
C -7.934 5.120 -1.750 -0.1765
O 1.061 -0.466 -0.971 0.1642
H 3.494 5.670 -10.957 0.0823
N -2.446 -8.394 7.138 0.0203
H 1.387 -4.268 -3.597 0.1198
H 7.158 2.827 0.435 0.1320
O 0.327 -4.711 -6.191 -0.1647
H 3.941 4.930 -8.895 0.1139
H -8.775 5.609 -1.257 0.1141
H 2.620 1.599 9.201 0.0693
C -2.203 -10.857 6.666 -0.2230
H -3.994 3.638 1.899 0.0863
O -4.775 4.131 0.064 -0.2406
H -0.440 -4.567 -8.129 0.0892
H -1.868 -4.541 5.197 0.0887
H -1.150 -6.836 -0.598 0.1184
C 2.068 2.518 7.477 -0.4260
O -0.517 -0.231 -2.624 0.1934
H -5.905 4.994 1.725 0.1183
H 4.903 0.653 2.271 0.0880
C 5.652 0.989 1.553 -0.1238
H 2.339 -4.620 -5.876 0.1220
C 5.721 4.319 -0.052 -0.1525
C 1.010 1.396 7.261 -0.0586
C 0.474 -4.903 -7.639 -0.0598
H 0.967 4.224 -8.376 0.0786
H 1.234 -4.229 -8.033 0.0868
O 5.842 7.009 3.351 -0.1615
H 3.160 4.047 4.952 0.0874
H -3.126 -6.026 6.549 0.1293
O 2.573 4.028 -10.314 -0.2040
H 4.633 4.379 -0.102 0.1253
O -2.461 -6.399 -2.160 -0.1446
H -4.890 2.350 1.152 0.0849
C -2.508 -9.773 7.687 -0.1455
C 1.319 -5.279 -4.001 -0.1725
N -6.731 5.931 -1.521 -0.0763
H -7.858 4.070 -1.468 0.1174
H 4.415 3.363 -9.435 0.1206
O 0.472 1.462 -1.835 0.1576
H -3.552 -8.027 -1.332 0.0898
N 2.319 2.519 8.914 0.0261
H -1.513 -8.223 6.793 0.1290
C -3.348 -6.671 5.699 -0.1926
C -7.845 4.533 -5.560 -0.0806
H -0.295 -4.995 -1.778 0.1258
H 0.836 4.308 7.757 0.1262
H -3.366 -8.808 5.356 0.1271
H 6.027 7.436 5.400 0.0959
H 0.666 1.515 6.233 0.0580
H -8.287 6.328 -3.489 0.1159
H 6.465 4.905 1.846 0.1318
H 0.698 -5.946 -7.861 0.0900
C -5.957 4.714 0.673 -0.1926
In -3.111 4.362 -3.822 0.9494
H 2.014 1.434 -7.306 0.0678
H -0.931 -7.913 -1.984 0.1250
H 5.962 8.507 2.009 0.1307
H 0.860 -6.359 -1.662 0.1239
O -2.170 -6.477 4.896 -0.2109
H 1.957 4.939 -7.180 0.0723
C -8.314 5.257 -3.292 -0.2076
O -0.856 -10.811 6.133 -0.1870
H -6.649 3.878 0.576 0.1094
H 1.799 1.726 -9.114 0.0739
H -6.824 6.863 -1.901 0.0989
H -9.312 4.841 -3.428 0.1181
H 1.410 0.211 -0.386 0.1248
H 6.132 8.781 4.373 0.0887
O 5.323 2.318 1.265 -0.1773
H -2.432 -11.843 7.073 0.1281
H 0.437 -11.820 4.804 0.0856
H 7.465 7.744 4.423 0.0926
C -0.634 -11.694 4.961 -0.0614
C 2.121 3.784 4.753 -0.1339
C -1.231 -6.910 -1.682 -0.2117
H -7.226 6.439 0.547 0.1097
H 1.423 0.396 7.393 0.0753
```

As for the energy: -76268.58004 eV. Its frontier orbital gap is 1.0393 eV. The calculation puts the HOMO energy at -0.42746 hartree. As for the total charge: +2. The spin multiplicity is 1. The molar mass comes out at 886.87 g/mol.